DFT (ωB97M-V with the def2-TZVPD basis set) results for a molecular structure, C57H87GeNO6PSSi3Ti in a non-equilibrium geometry.

```
158
Properties=species:S:1:pos:R:3
Ti -0.361 0.151 0.204
C -6.104 3.680 -1.158
C -5.229 4.542 -0.240
C -6.043 4.858 1.024
C -4.908 5.877 -0.933
C -3.914 3.836 0.102
C -3.308 2.935 -0.763
C -2.090 2.323 -0.436
N -1.351 1.436 -1.277
C -1.464 1.717 -2.668
C -1.564 3.058 -3.079
C -1.806 3.447 -4.381
C -1.920 2.452 -5.334
C -1.740 1.106 -5.039
C -1.480 0.746 -3.696
O -1.383 -0.593 -3.338
C -1.772 0.135 -6.236
C -2.524 0.724 -7.443
C -0.321 -0.066 -6.681
C -2.476 -1.200 -5.927
C -2.063 4.907 -4.758
C -1.644 5.208 -6.204
C -3.575 5.149 -4.636
C -1.299 5.866 -3.837
C -1.536 2.576 0.823
O -0.461 1.802 1.108
C -2.041 3.583 1.659
C -3.239 4.176 1.270
C -1.304 4.095 2.907
C -1.974 5.337 3.506
C -1.272 3.040 4.018
C 0.126 4.501 2.507
H -7.063 4.175 -1.326
H -5.647 3.517 -2.136
H -6.297 2.704 -0.703
H -7.044 5.192 0.741
H -6.143 3.976 1.663
H -5.589 5.657 1.613
H -5.831 6.415 -1.177
H -4.303 6.506 -0.276
H -4.349 5.721 -1.853
H -3.773 2.686 -1.709
H -1.455 3.810 -2.312
H -2.154 2.736 -6.346
H -2.011 1.582 -7.878
H -2.587 -0.039 -8.221
H -3.542 1.020 -7.176
H 0.073 0.873 -7.076
H 0.304 -0.358 -5.850
H -0.248 -0.828 -7.463
H -3.457 -1.017 -5.480
H -2.625 -1.753 -6.857
H -1.915 -1.837 -5.251
H -2.290 4.714 -6.931
H -1.713 6.283 -6.388
H -0.613 4.896 -6.388
H -4.117 4.498 -5.327
H -3.921 4.924 -3.628
H -3.827 6.189 -4.868
H -0.228 5.649 -3.865
H -1.448 6.896 -4.170
H -1.632 5.803 -2.800
H -3.667 4.930 1.909
H -2.973 5.117 3.891
H -1.365 5.691 4.341
H -2.048 6.150 2.780
H -2.287 2.753 4.309
H -0.736 2.146 3.703
H -0.759 3.442 4.897
H 0.093 5.337 1.804
H 0.690 4.814 3.391
H 0.661 3.677 2.037
O 3.475 -1.222 1.340
S 2.212 -1.603 2.021
O 2.011 -3.134 1.773
O 0.597 -1.439 -0.001
C 2.406 -1.469 3.770
C 3.135 -2.189 4.697
C 2.896 -1.932 6.040
C 1.932 -1.000 6.420
C 1.189 -0.302 5.474
C 1.424 -0.529 4.126
P 0.561 0.313 2.672
C 2.055 1.409 2.256
C 2.811 2.022 3.246
C 3.857 2.872 2.899
C 4.141 3.123 1.565
C 3.377 2.523 0.570
C 2.346 1.674 0.921
C -1.044 -0.772 2.785
C -0.944 -2.133 3.094
C -2.086 -2.868 3.364
C -3.342 -2.270 3.310
C -3.451 -0.930 2.989
C -2.306 -0.182 2.727
H 3.860 -2.932 4.385
H 3.449 -2.471 6.800
H 1.755 -0.821 7.473
H 0.431 0.408 5.789
H 2.587 1.838 4.291
H 4.444 3.345 3.678
H 4.957 3.784 1.299
H 3.580 2.726 -0.475
H 1.764 1.197 0.140
H 0.021 -2.616 3.161
H -1.997 -3.913 3.637
H -4.230 -2.853 3.526
H -4.425 -0.455 2.965
H -2.395 0.881 2.528
C 4.825 -1.218 -1.176
Si 3.928 -2.806 -0.788
C 4.047 -3.795 -2.395
C 4.759 -3.891 0.486
Ge 1.523 -3.003 -0.203
Si 0.101 -4.922 0.290
C 0.635 -5.688 1.911
C -1.737 -4.584 0.318
C 0.434 -6.218 -1.029
Si -0.134 -1.715 -3.166
C 1.243 -0.632 -2.493
C -1.298 -3.091 -2.605
C 0.728 -2.693 -4.537
H 5.895 -1.414 -1.049
H 4.549 -0.412 -0.499
H 4.655 -0.906 -2.208
H 5.081 -4.140 -2.512
H 3.809 -3.186 -3.270
H 3.398 -4.677 -2.406
H 5.692 -4.290 0.078
H 4.114 -4.732 0.759
H 4.972 -3.325 1.393
H 0.137 -5.213 2.761
H 1.709 -5.579 2.067
H 0.385 -6.753 1.909
H -1.973 -3.580 0.676
H -2.214 -5.307 0.986
H -2.165 -4.699 -0.681
H 1.497 -6.476 -1.071
H 0.126 -5.895 -2.026
H -0.124 -7.129 -0.785
H 1.964 -1.165 -1.868
H 0.841 0.204 -1.915
H 1.781 -0.213 -3.346
H -2.170 -3.010 -3.258
H -1.645 -3.012 -1.576
H -0.848 -4.077 -2.753
H 1.272 -3.489 -4.018
H 1.446 -2.148 -5.143
H 0.014 -3.179 -5.209
C -4.273 -0.555 -1.594
C -3.612 -0.583 -0.235
O -2.215 -0.947 -0.356
H -5.314 -0.248 -1.481
H -4.247 -1.541 -2.065
H -3.776 0.162 -2.254
H -4.070 -1.330 0.407
H -3.698 0.391 0.244
H -1.978 -0.736 -1.278
```

⟨S²⟩   0.770
HOMO-LUMO gap (alpha / beta)   5.93 / 5.56 eV
Maximum force   1.75 eV/Å
DFT total energy   -197686.3950 eV
Multiplicity   2
HOMO level (alpha / beta)   -6.09 / -6.19 eV